Entry 1:
Below is an isolated ion of composition C18H24ClN2O2S and charge +1, with properties calculated with ωB97M-V/def2-TZVPD.

The geometry in XYZ format:
```
48
C18H24ClN2O2S, DFT ωB97M-V/def2-TZVPD
O -0.2676 1.4804 -0.9199
C 1.1136 1.1525 -0.7748
C 1.8491 1.2916 -2.1174
O 3.1729 0.8362 -2.0821
C 3.3692 -0.5491 -1.8147
C 2.4545 -1.4678 -2.5567
C 2.5094 -1.8447 -3.8616
C 1.4681 -2.7276 -4.2330
C 0.6298 -3.0131 -3.2084
S 1.0914 -2.2075 -1.7618
C 1.7833 1.9909 0.3313
N 1.2491 1.8405 1.6630
C 1.3116 0.5542 2.2930
C 0.0765 -0.3389 1.9822
N -1.0436 0.5185 1.5200
C -2.2832 -0.2428 1.3833
C -2.6970 -0.6008 0.1100
C -3.8585 -1.3425 -0.0382
C -4.5971 -1.7218 1.0677
C -4.1697 -1.3580 2.3389
Cl -5.0740 -1.8200 3.7259
C -3.0050 -0.6176 2.5039
C -1.1295 1.7234 2.3729
C 0.0963 2.6141 2.0707
H -0.3461 2.3436 -1.3451
H 1.1179 0.0949 -0.4958
H 1.2654 0.7588 -2.8836
H 1.9227 2.3458 -2.4012
H 3.2864 -0.7403 -0.7345
H 4.4040 -0.7294 -2.1178
H 3.2745 -1.5065 -4.5365
H 1.3568 -3.1345 -5.2213
H -0.2320 -3.6496 -3.1975
H 1.7301 3.0493 0.0657
H 2.8415 1.7168 0.3538
H 2.2233 0.0448 1.9832
H 1.3746 0.7167 3.3736
H -0.2430 -0.8727 2.8789
H 0.2831 -1.0762 1.2045
H -0.8064 0.8753 0.5600
H -2.1227 -0.3039 -0.7543
H -4.1894 -1.6243 -1.0248
H -5.5012 -2.2969 0.9515
H -2.6913 -0.3477 3.4990
H -2.0584 2.2517 2.1559
H -1.1369 1.4184 3.4197
H -0.1461 3.3385 1.2926
H 0.3437 3.1777 2.9796
```

As for the net charge: +1. As for the SMILES: O[C@@H](COCc1cccs1)CN1CC[NH+](c2cccc(Cl)c2)CC1. The relative energy (zero: lowest compared OMol25 entry of this formula, charge and spin) comes out at 5.4 kcal/mol. The value obtained for the HOMO-LUMO gap is 9.34 eV.

Here are the natural (NBO) charges for atoms 1 to 6, given in e: -0.74, 0.04, -0.09, -0.52, -0.10, -0.25

***

Entry 2:
Below is one molecule with the formula C18H24FN3O3S at a distorted geometry, with properties calculated with ωB97M-V/def2-TZVPD.

The geometry in XYZ format:
```
50
C18H24FN3O3S, DFT ωB97M-V/def2-TZVPD
C -6.7350 -0.3774 -1.2181
C -5.7539 -1.2434 -0.4591
S -4.1989 -0.3217 -0.3098
O -3.6511 -0.1438 -1.6216
O -4.4317 0.8306 0.5128
N -3.2648 -1.4482 0.5193
C -1.9191 -1.6951 0.0531
C -0.8696 -0.8142 0.7658
C -1.2217 0.6378 0.6036
C -1.4547 1.4340 -0.4801
C -1.7838 2.7126 0.0308
C -1.7335 2.6007 1.3831
O -1.3928 1.3521 1.7419
N 0.4622 -1.2407 0.3734
C 0.9406 -0.8792 -0.9456
C 1.6836 0.4730 -1.0152
N 2.7339 0.5317 -0.0199
C 4.0449 0.2747 -0.3547
C 4.5784 0.8186 -1.5360
C 5.8940 0.6410 -1.9055
C 6.7628 -0.0807 -1.1037
C 6.2811 -0.6196 0.0740
C 4.9582 -0.4479 0.4278
F 4.5726 -1.0496 1.5905
C 2.1854 0.2908 1.2975
C 1.5125 -1.0869 1.3618
H -6.3270 -0.1435 -2.1983
H -6.8862 0.5546 -0.6790
H -7.6926 -0.8791 -1.3403
H -5.5067 -2.1590 -0.9861
H -6.0845 -1.4612 0.5513
H -3.3113 -1.2633 1.5107
H -1.9366 -1.4930 -1.0175
H -1.6665 -2.7470 0.2166
H -0.9513 -1.0267 1.8404
H -1.4266 1.1505 -1.5114
H -2.0329 3.5847 -0.5372
H -1.9147 3.3034 2.1716
H 0.1032 -0.8689 -1.6415
H 1.6395 -1.6667 -1.2554
H 2.0949 0.5851 -2.0164
H 0.9867 1.2950 -0.8261
H 3.9396 1.4180 -2.1655
H 6.2478 1.0825 -2.8252
H 7.7937 -0.2201 -1.3864
H 6.9148 -1.1946 0.7314
H 2.9568 0.3850 2.0582
H 1.4334 1.0681 1.4799
H 1.1061 -1.2621 2.3583
H 2.2638 -1.8575 1.1595
```

As for the SMILES: CCS(=O)(=O)NC[C@H](c1ccco1)N1CCN(c2ccccc2F)CC1. The relative energy (zero: lowest compared OMol25 entry of this formula, charge and spin) comes out at 5.3 kcal/mol. The value obtained for the HOMO-LUMO gap is 7.90 eV.

Here are the natural (NBO) charges for atoms 1 to 6, given in e: -0.63, -0.63, 2.30, -0.96, -0.95, -0.87

***

Entry 3:
Below is one molecule with the formula C18H24FN3O3S2 at a distorted geometry, with properties calculated with ωB97M-V/def2-TZVPD.

The geometry in XYZ format:
```
51
C18H24FN3O3S2, DFT ωB97M-V/def2-TZVPD
C -0.1631 3.8659 3.2030
S -0.9178 4.2967 1.6082
C 0.3432 3.6755 0.4338
C -0.1629 2.4859 -0.3707
C -0.2629 1.2161 0.4902
N 1.0433 0.7723 0.9099
C 1.3357 0.4678 2.2032
O 0.5998 0.7113 3.1294
O 2.5523 -0.0845 2.2635
C 3.1353 -0.4460 3.5428
C 2.2775 -1.5054 4.2327
C 3.2907 0.7947 4.4213
C 4.5041 -1.0184 3.1743
C -0.9593 0.1449 -0.2780
N -2.2229 0.0152 -0.4924
N -2.3965 -1.0740 -1.2674
C -1.2141 -1.5591 -1.4912
S -0.7877 -2.9603 -2.3909
C -2.4570 -3.3971 -3.0354
C -2.7947 -2.5813 -4.2392
C -3.5900 -1.4467 -4.1245
C -3.8826 -0.6821 -5.2411
C -3.3881 -1.0339 -6.4850
C -2.5946 -2.1628 -6.5817
F -2.1039 -2.5188 -7.7871
C -2.2871 -2.9405 -5.4825
O -0.2422 -0.8327 -0.8959
H -0.0189 2.7923 3.2776
H -0.8612 4.1978 3.9644
H 0.7785 4.3977 3.3102
H 0.5762 4.5029 -0.2360
H 1.2292 3.4145 1.0091
H 0.5163 2.2968 -1.2068
H -1.1524 2.7118 -0.7698
H -0.8507 1.4318 1.3898
H 1.6820 0.4434 0.2019
H 1.3011 -1.0977 4.4795
H 2.1456 -2.3642 3.5778
H 2.7650 -1.8311 5.1471
H 3.8575 1.5588 3.8930
H 3.8197 0.5317 5.3327
H 2.3158 1.1963 4.6837
H 5.0973 -0.2672 2.6596
H 5.0285 -1.3310 4.0721
H 4.3849 -1.8749 2.5161
H -2.3850 -4.4577 -3.2716
H -3.1529 -3.2268 -2.2174
H -3.9662 -1.1614 -3.1546
H -4.5010 0.1965 -5.1412
H -3.6048 -0.4529 -7.3672
H -1.6590 -3.8103 -5.5992
```

As for the SMILES: CSCC[C@H](NC(=O)OC(C)(C)C)c1nnc(SCc2cccc(F)c2)o1. The relative energy (zero: lowest compared OMol25 entry of this formula, charge and spin) comes out at 4.3 kcal/mol. The value obtained for the HOMO-LUMO gap is 8.89 eV.

Here are the natural (NBO) charges for atoms 1 to 6, given in e: -0.74, 0.16, -0.52, -0.40, -0.13, -0.63

***

Entry 4:
Below is C18H24MoN4O2PSe2 as an isolated structure, with properties calculated with ωB97M-V/def2-TZVPD.

The geometry in XYZ format:
```
52
C18H24MoN4O2PSe2, DFT ωB97M-V/def2-TZVPD
Mo -1.0501 0.5905 0.6304
N 1.1808 0.4640 -0.0826
C 1.6444 1.7302 -0.7238
C 3.0983 2.0651 -0.3385
C 3.6957 3.3639 -0.9063
C 4.1636 3.3490 -2.3630
N 5.5363 2.8476 -2.4842
C 6.3265 3.0544 -3.5426
N 5.8277 3.5724 -4.6592
N 7.6156 2.7334 -3.4818
C 0.6469 2.8281 -0.3508
O 0.7827 3.9925 -0.4488
O -0.5392 2.2753 0.1145
H 1.7521 0.2872 0.7447
H 1.3571 -0.3209 -0.7050
H 1.5451 1.6136 -1.8065
H 3.7110 1.2030 -0.6197
H 3.1354 2.1358 0.7530
H 4.5430 3.6465 -0.2774
H 2.9767 4.1705 -0.7933
H 4.1399 4.3758 -2.7325
H 3.4957 2.7511 -2.9915
H 5.9650 2.4473 -1.6653
H 4.8472 3.7640 -4.7652
H 6.4266 3.8088 -5.4340
H 8.0531 2.4588 -2.6185
H 8.2159 2.8236 -4.2854
Se -3.2846 0.6447 1.6492
P -2.9940 -1.5566 1.5110
Se -0.8405 -1.8078 0.7856
C -3.1316 -2.3074 3.1138
C -4.4051 -2.7628 3.4708
C -4.5961 -3.2826 4.7399
C -3.5341 -3.3453 5.6331
C -2.2716 -2.8858 5.2697
C -2.0637 -2.3579 4.0095
C -4.0476 -2.3006 0.2956
C -4.8250 -1.5264 -0.5676
C -5.6435 -2.1623 -1.4848
C -5.6741 -3.5507 -1.5419
C -4.8907 -4.3177 -0.6845
C -4.0716 -3.7005 0.2418
H -5.2321 -2.7180 2.7733
H -5.5744 -3.6415 5.0280
H -3.6890 -3.7571 6.6211
H -1.4508 -2.9421 5.9710
H -1.0801 -1.9986 3.7320
H -4.8091 -0.4453 -0.5153
H -6.2645 -1.5760 -2.1476
H -6.3192 -4.0411 -2.2584
H -4.9264 -5.3972 -0.7343
H -3.4736 -4.2951 0.9224
```

Its spin multiplicity is 3. As for the net charge: +3. Its expectation value of S² is 2.0483. The value obtained for the HOMO-LUMO gap (spin up / spin down) is 5.80 / 6.40 eV.

Here are the natural (NBO) charges for atoms 1 to 6, given in e: 1.15, -0.84, -0.17, -0.41, -0.43, -0.23

***

Entry 5:
Below is one molecule with the formula C18H24N2O3, with properties calculated with ωB97M-V/def2-TZVPD.

The geometry in XYZ format:
```
47
C18H24N2O3, DFT ωB97M-V/def2-TZVPD
C 0.0415 0.4803 -2.5941
C -0.8862 -0.6565 -2.2992
C -0.4307 -1.9622 -2.4353
C -1.2523 -3.0435 -2.1791
C -2.5645 -2.8301 -1.7962
C -3.0298 -1.5361 -1.6536
C -2.2029 -0.4413 -1.8824
C -2.7558 0.9499 -1.7082
C -1.9586 1.8460 -0.7703
O -1.4585 2.8856 -1.1579
N -1.8695 1.4754 0.5310
C -2.3409 0.2536 1.1328
C -1.1564 -0.7063 1.3626
N 0.0580 0.0697 1.5282
C 1.1569 -0.2770 0.8269
O 1.2069 -1.3054 0.1780
C 2.3483 0.7012 0.8905
C 3.5617 0.1137 0.1714
C 4.2337 -0.6620 1.3008
C 3.9664 0.2410 2.5030
O 2.7527 0.9335 2.2364
C -0.1477 1.2987 2.2566
C -1.0191 2.2512 1.4165
H -0.4590 1.2725 -3.1468
H 0.4176 0.9144 -1.6679
H 0.8961 0.1313 -3.1687
H 0.5910 -2.1297 -2.7403
H -0.8725 -4.0484 -2.2847
H -3.2245 -3.6644 -1.6099
H -4.0610 -1.3739 -1.3660
H -3.7881 0.8997 -1.3531
H -2.7614 1.4648 -2.6732
H -3.0897 -0.2263 0.5095
H -2.8064 0.5157 2.0903
H -1.3353 -1.3235 2.2504
H -1.0065 -1.3635 0.5031
H 2.0304 1.6590 0.4577
H 3.2559 -0.5257 -0.6526
H 4.2076 0.9116 -0.1951
H 5.2958 -0.8266 1.1366
H 3.7349 -1.6227 1.4285
H 3.8512 -0.3119 3.4392
H 4.7659 0.9834 2.6271
H -0.6572 1.0433 3.1920
H 0.8050 1.7570 2.5086
H -0.4107 2.9029 0.7853
H -1.6322 2.8816 2.0712
```

As for the SMILES: Cc1ccccc1CC(=O)N1CCN(C(=O)[C@@H]2CCCO2)CC1. The relative energy (zero: lowest compared OMol25 entry of this formula, charge and spin) comes out at 26.2 kcal/mol. The value obtained for the HOMO-LUMO gap is 9.69 eV.

Here are the natural (NBO) charges for atoms 1 to 6, given in e: -0.64, 0.00, -0.17, -0.21, -0.22, -0.22

***

Entry 6:
Below is one molecule with the formula C18H24N2O5, with properties calculated with ωB97M-V/def2-TZVPD.

The geometry in XYZ format:
```
49
C18H24N2O5, DFT ωB97M-V/def2-TZVPD
C -1.2428 5.1214 -2.0067
C 0.1489 5.6824 -1.7177
O 0.9322 4.8701 -0.8749
C 1.4172 3.6851 -1.4687
C 2.4793 3.0755 -0.5555
C 1.9492 2.8141 0.8576
N 0.8697 1.8556 0.8813
C 1.0568 0.5575 1.2253
O 2.1423 0.1284 1.5693
C -0.1815 -0.2710 1.1637
C -1.3711 0.2452 1.5661
N -2.5350 -0.4546 1.5554
C -3.7412 0.1838 2.0347
C -2.6161 -1.7717 1.1134
O -3.6901 -2.3519 1.0997
C -1.3531 -2.3598 0.6974
C -1.3639 -3.6947 0.2689
C -0.2054 -4.3258 -0.1165
O -0.1123 -5.6117 -0.5410
C -1.2899 -6.3809 -0.5811
C 1.0221 -3.6041 -0.0761
O 2.1159 -4.3051 -0.4580
C 3.3708 -3.6688 -0.4016
C 1.0307 -2.2887 0.3313
C -0.1477 -1.6433 0.7303
H -1.1848 4.2153 -2.6053
H -1.7537 4.8957 -1.0736
H -1.8229 5.8587 -2.5543
H 0.6798 5.8629 -2.6651
H 0.0591 6.6309 -1.1814
H 0.6000 2.9655 -1.6291
H 1.8600 3.9119 -2.4510
H 3.3197 3.7656 -0.4810
H 2.8290 2.1412 -0.9965
H 2.7490 2.4007 1.4756
H 1.5984 3.7556 1.2858
H -0.0129 2.1509 0.4996
H -1.4510 1.2508 1.9562
H -4.5491 -0.5418 1.9469
H -3.9761 1.0627 1.4321
H -3.6290 0.4796 3.0786
H -2.3186 -4.1954 0.2644
H -1.7409 -6.4763 0.4116
H -0.9861 -7.3640 -0.9370
H -2.0247 -5.9548 -1.2715
H 3.6023 -3.3255 0.6110
H 4.0948 -4.4232 -0.7051
H 3.4209 -2.8191 -1.0899
H 1.9520 -1.7349 0.3826
```

As for the SMILES: CCOCCCNC(=O)c1cn(C)c(=O)c2cc(OC)c(OC)cc12. The relative energy (zero: lowest compared OMol25 entry of this formula, charge and spin) comes out at 37.7 kcal/mol. The value obtained for the HOMO-LUMO gap is 8.29 eV.

Here are the natural (NBO) charges for atoms 1 to 6, given in e: -0.64, -0.05, -0.55, -0.07, -0.42, -0.23

***

Entry 7:
Below is one molecule with the formula C18H24N4 at a distorted geometry, with properties calculated with ωB97M-V/def2-TZVPD.

The geometry in XYZ format:
```
46
C18H24N4, DFT ωB97M-V/def2-TZVPD
N 0.8691 -5.0484 0.6275
C 0.3000 -4.5930 1.5014
C -0.4849 -4.1455 2.6387
C -1.3217 -2.8585 2.3461
N -0.3626 -1.7200 2.1379
C -0.7988 -0.3096 1.9704
C -0.0553 -0.2162 0.6408
C -0.9540 0.0566 -0.5587
N -0.3059 -0.2239 -1.8359
C 0.8459 0.5993 -2.2071
C 1.1827 0.7451 -3.6396
C 0.5589 1.9117 -2.9130
C 1.3132 3.1426 -2.3955
C 0.6490 3.9539 -1.4990
C 1.2856 5.0178 -0.8471
C 2.6319 5.2955 -1.1747
C 3.3103 4.4857 -2.0251
C 2.6689 3.3967 -2.6599
C 0.3013 -1.6658 0.8201
C -2.5666 -3.0056 1.4117
N -3.4656 -2.8720 2.5937
C -2.3129 -2.5829 3.4695
H -1.1526 -4.9386 3.0178
H 0.2113 -3.8957 3.4574
H -1.8668 -0.1910 1.8293
H -0.4323 0.3897 2.7091
H 0.8217 0.4496 0.7234
H -1.8706 -0.5066 -0.4733
H -1.2232 1.0932 -0.5058
H -0.1326 -1.1992 -1.9672
H 1.6355 0.6107 -1.4402
H 2.2360 0.8595 -3.9138
H 0.5596 0.1883 -4.3731
H -0.4940 2.0726 -3.0589
H -0.3756 3.7209 -1.2538
H 0.7324 5.6495 -0.1860
H 3.1183 6.1467 -0.6862
H 4.3615 4.6346 -2.2105
H 3.2353 2.7372 -3.3063
H -0.1108 -2.3138 0.0385
H 1.3896 -1.8237 0.9343
H -2.6206 -3.9610 0.9205
H -2.6430 -2.1935 0.6549
H -4.0640 -2.0546 2.5326
H -2.2555 -3.2718 4.3310
H -2.3483 -1.5665 3.8239
```

As for the SMILES: N#CCC1(N2CC(CN[C@H]3C[C@@H]3c3ccccc3)C2)CNC1. The relative energy (zero: lowest compared OMol25 entry of this formula, charge and spin) comes out at 112.6 kcal/mol. The value obtained for the HOMO-LUMO gap is 9.35 eV.

Here are the natural (NBO) charges for atoms 1 to 6, given in e: -0.33, 0.29, -0.53, 0.14, -0.44, -0.21

***

Entry 8:
Below is one molecule with the formula C18H24N4O4S2 at a distorted geometry, with properties calculated with ωB97M-V/def2-TZVPD.

The geometry in XYZ format:
```
52
C18H24N4O4S2, DFT ωB97M-V/def2-TZVPD
C -2.2388 -5.0655 -0.0111
O -2.2406 -3.6942 -0.3282
C -1.2365 -2.9156 0.1214
C -0.0714 -3.3889 0.7230
C 0.9527 -2.5220 1.0719
C 0.8206 -1.1754 0.8085
S 2.1007 0.0089 1.1796
O 1.5089 1.1637 1.7936
O 3.1683 -0.6524 1.8816
N 2.5250 0.4495 -0.3849
C 3.3445 -0.5302 -1.0654
C 4.8237 -0.4147 -0.6949
C 5.3095 1.0127 -0.9361
C 4.4373 1.9879 -0.1486
C 2.9753 1.8148 -0.5571
C -0.3332 -0.6772 0.2381
C -1.3783 -1.5261 -0.0850
N -2.5503 -0.9742 -0.6166
C -3.7999 -1.2077 -0.1314
O -4.0998 -2.0476 0.6818
C -4.8162 -0.2300 -0.7138
S -4.8962 1.2654 0.3297
C -3.3919 2.0499 -0.0816
N -2.5887 1.7212 -1.0709
C -1.5501 2.6015 -1.0069
C -1.7411 3.4675 0.0257
N -2.9222 3.1076 0.6197
C -3.5410 3.7340 1.7514
H -3.1812 -5.4525 -0.3942
H -2.1971 -5.2246 1.0698
H -1.4067 -5.5890 -0.4944
H 0.0490 -4.4428 0.9148
H 1.8533 -2.8812 1.5437
H 2.9541 -1.5139 -0.7966
H 3.2097 -0.3826 -2.1431
H 4.9332 -0.6641 0.3611
H 5.4043 -1.1248 -1.2863
H 6.3528 1.1091 -0.6304
H 5.2461 1.2473 -2.0026
H 4.7509 3.0178 -0.3276
H 4.5245 1.7763 0.9189
H 2.3223 2.4346 0.0579
H 2.8383 2.0805 -1.6115
H -0.4126 0.3850 0.0715
H -2.4229 -0.0590 -1.0718
H -4.5739 0.0816 -1.7276
H -5.8167 -0.6563 -0.6591
H -0.7435 2.5403 -1.7085
H -1.1493 4.2808 0.3889
H -2.7708 4.1166 2.4197
H -4.1845 4.5586 1.4344
H -4.1496 2.9997 2.2792
```

As for the SMILES: COc1ccc(S(=O)(=O)N2CCCCC2)cc1NC(=O)CSc1nccn1C. The relative energy (zero: lowest compared OMol25 entry of this formula, charge and spin) comes out at 0.0 kcal/mol. The value obtained for the HOMO-LUMO gap is 8.95 eV.

Here are the natural (NBO) charges for atoms 1 to 6, given in e: -0.25, -0.47, 0.31, -0.30, -0.17, -0.36

***

Question: What is the formula in the eighth record?
Answer: C18H24N4O4S2